Here is 9 unconnected molecules or ions with the total composition C10H40BN21O10P at a distorted geometry from the OMol25 dataset. Energies are from the ωB97M-V functional and the def2-TZVPD basis.

Its net charge is +1. The total energy is -72757.0552 eV. For the LUMO energy, the calculation gives -2.83 eV. The HOMO energy comes out at -10.5275 eV. The value obtained for the molar mass is 656.35 u. Its spin multiplicity is 1. The orbital gap comes out at 0.28273 hartree. As for the maximum force: 2.0 eV/A.

```
83
C10H40BN21O10P the ωB97M-V functional and the def2-TZVPD basis
N 1.219 -3.829 0.584
P 1.982 -2.933 1.586
N 1.180 -1.411 1.699
C 1.569 -0.195 2.122
N 0.778 0.876 2.051
C 1.537 1.869 2.504
N 2.716 1.446 2.855
N 2.784 0.101 2.648
B 4.053 -0.579 3.027
O 5.178 0.076 2.770
O 4.102 -1.790 3.652
H 1.809 -4.118 -0.184
H 3.324 -2.732 1.217
H 1.941 -3.468 2.884
H 0.229 -1.447 1.361
H 1.208 2.886 2.570
H 3.464 2.023 3.226
H 5.857 -0.222 3.405
H 3.367 -1.919 4.264
C -2.912 -0.045 -0.270
O -3.749 -0.900 -0.496
N -1.829 -0.271 0.550
N -2.972 1.203 -0.804
H -1.128 0.420 0.752
H -1.763 -1.184 0.960
H -3.738 1.414 -1.422
H -2.283 1.913 -0.642
C 6.448 1.235 6.076
O 6.444 0.922 4.884
N 6.714 2.506 6.478
N 6.186 0.341 7.060
H 6.724 2.792 7.439
H 6.913 3.185 5.767
H 5.989 -0.606 6.793
H 6.177 0.569 8.037
C -2.951 0.581 -4.351
O -2.591 1.589 -3.749
N -2.736 0.434 -5.690
N -3.589 -0.476 -3.770
H -3.026 -0.379 -6.205
H -2.280 1.185 -6.171
H -3.777 -0.447 -2.784
H -3.884 -1.283 -4.289
C -5.048 -2.073 -8.004
O -5.055 -1.982 -6.784
N -4.028 -2.680 -8.685
N -6.052 -1.581 -8.780
H -4.003 -2.765 -9.683
H -3.274 -3.058 -8.144
H -6.812 -1.121 -8.315
H -6.069 -1.639 -9.784
C 6.565 -2.798 9.233
O 5.649 -2.041 8.936
N 7.794 -2.348 9.621
N 6.425 -4.154 9.202
H 8.553 -2.953 9.870
H 7.931 -1.357 9.660
H 5.533 -4.517 8.926
H 7.158 -4.794 9.443
C -9.073 -1.239 -10.904
O -7.941 -0.827 -11.107
N -9.363 -2.133 -9.910
N -10.138 -0.838 -11.657
H -10.284 -2.482 -9.730
H -8.602 -2.454 -9.341
H -9.957 -0.183 -12.394
H -11.075 -1.162 -11.511
C -5.238 3.297 1.420
O -5.544 3.637 0.292
N -4.366 2.270 1.658
N -5.740 3.916 2.535
H -4.097 1.972 2.576
H -3.989 1.795 0.844
H -6.381 4.672 2.389
H -5.503 3.652 3.471
C 5.440 3.595 0.965
O 4.290 3.626 1.397
N 5.872 4.454 0.003
N 6.357 2.695 1.414
H 6.803 4.448 -0.368
H 5.213 5.125 -0.346
H 6.062 2.047 2.124
H 7.299 2.648 1.073
```